No. 1
12
Properties=species:S:1:pos:R:3:forces:R:3 method="wB97M-V/def2-TZVPD" relative_energy_kcal_mol=38.55 smiles="CC(=O)[C@H]1CO1" total_charge=0 total_energy_ev=-8338.78947 molar_mass_g_mol=86.1
C -1.52831 -0.37445 -0.52930 -0.049 -0.069 -0.032
C -0.51609 -0.65624 0.55186 -0.026 -0.179 0.163
O -0.57014 -1.62077 1.28360 0.005 0.361 -0.267
C 0.59333 0.34726 0.74697 -0.016 -0.136 0.188
C 1.65197 0.48130 -0.26057 0.218 -0.127 -0.113
O 0.64049 1.46272 -0.12667 -0.082 0.184 -0.038
H -1.06233 -0.01491 -1.45067 -0.004 -0.055 0.139
H -2.12441 -1.26935 -0.71418 0.095 0.108 0.035
H -2.18755 0.42988 -0.18037 0.114 -0.079 -0.038
H 0.83994 0.54836 1.78890 -0.032 -0.055 -0.131
H 1.61575 -0.11813 -1.17055 -0.060 0.095 0.131
H 2.64737 0.78432 0.06097 -0.163 -0.049 -0.037

No. 2
69
Properties=species:S:1:pos:R:3:forces:R:3 method="wB97M-V/def2-TZVPD" relative_energy_kcal_mol=0.00 total_charge=+1 total_energy_ev=-139950.99456 molar_mass_g_mol=773.8
Pt 0.16686 -0.18534 -0.26119 0.041 -0.043 -0.069
C -1.98461 -0.86765 -2.43667 0.022 -0.011 -0.001
N -1.63877 0.23542 -1.50173 0.031 -0.011 0.001
C -1.22026 1.42785 -2.29762 0.015 -0.007 -0.008
C -0.64550 2.46917 -1.37392 -0.040 -0.014 0.008
N 0.61659 1.97633 -0.74381 -0.017 -0.057 0.004
C 0.87944 2.81310 0.45322 0.003 0.005 0.011
C 1.71374 2.07833 -1.72278 0.051 0.012 -0.017
C 2.27571 3.32232 -1.99582 0.003 0.006 -0.006
C 3.27661 3.45436 -2.94177 -0.022 0.006 0.023
C 3.72041 2.33395 -3.63103 0.003 -0.035 -0.006
C 3.16315 1.09759 -3.36696 0.018 0.025 -0.012
C 2.15412 0.95479 -2.41217 -0.025 0.029 0.028
S 1.48785 -0.65273 -2.15498 -0.060 -0.049 0.102
C -2.80304 0.59608 -0.67789 -0.006 0.024 0.054
C -4.02588 0.85536 -1.29096 -0.008 0.016 -0.008
C -5.11229 1.27485 -0.54636 0.010 0.004 0.006
C -4.97647 1.45343 0.82544 0.010 -0.002 0.000
C -3.76709 1.19286 1.43857 -0.013 -0.036 -0.004
C -2.66984 0.74694 0.69558 -0.027 -0.076 0.003
S -1.20048 0.32964 1.56635 0.059 0.010 -0.073
H -2.67898 -0.51241 -3.19824 0.002 0.007 0.008
H -2.43313 -1.68266 -1.87616 0.026 0.029 -0.022
H -1.07491 -1.21401 -2.92085 0.005 0.001 -0.007
H -2.08162 1.83067 -2.83468 0.001 -0.001 0.005
H -0.48198 1.09587 -3.02817 0.003 0.004 -0.002
H -1.35177 2.68778 -0.57175 0.006 0.002 0.007
H -0.44119 3.39681 -1.91206 0.006 -0.005 -0.011
H 0.79662 3.87260 0.20994 -0.001 0.000 -0.006
H 1.87683 2.60292 0.82512 0.013 -0.008 -0.001
H 0.13417 2.57302 1.20814 -0.001 -0.006 -0.002
H 1.93201 4.20427 -1.47318 0.004 0.006 0.000
H 3.70445 4.42722 -3.14019 -0.003 0.002 0.004
H 4.50273 2.42386 -4.37258 -0.001 -0.003 -0.002
H 3.50588 0.21892 -3.89884 0.000 0.001 -0.002
H -4.13659 0.73877 -2.36086 0.002 0.001 0.003
H -6.05688 1.46949 -1.03479 0.001 0.001 -0.001
H -5.81690 1.79182 1.41628 0.001 -0.003 0.005
H -3.65770 1.31635 2.50894 -0.006 -0.001 0.000
C 1.66729 0.50064 3.33299 0.003 -0.029 -0.014
O 1.76027 -0.68042 2.51276 0.049 0.032 0.001
P 2.00586 -0.65195 0.95679 0.005 0.010 0.021
O 3.03993 0.50597 0.65295 -0.046 0.011 -0.060
C 4.43362 0.41516 1.02489 0.011 0.002 0.024
O 2.77266 -2.00493 0.85426 -0.023 -0.012 -0.015
C 3.21205 -2.76371 -0.29091 -0.001 0.000 0.008
H 1.52096 0.14227 4.34694 0.000 0.002 0.001
H 0.81889 1.11135 3.03337 0.006 0.024 0.002
H 2.59015 1.07552 3.27343 0.003 0.005 -0.004
H 4.89310 1.33863 0.68657 -0.002 -0.001 0.008
H 4.89863 -0.43471 0.53137 -0.002 0.002 -0.009
H 4.53752 0.31412 2.10423 -0.008 -0.006 0.001
H 3.83626 -3.55322 0.11693 0.000 0.006 0.003
H 3.77824 -2.13428 -0.97249 0.001 0.006 0.004
H 2.34886 -3.18549 -0.79668 0.006 0.000 -0.010
C -3.27331 -2.62022 1.74688 -0.049 -0.072 0.006
Si -1.50166 -3.18741 1.82722 0.023 -0.053 0.012
C -0.63771 -2.76358 3.42333 0.013 -0.041 -0.034
C -1.42658 -5.03743 1.55162 -0.028 0.026 0.003
Se -0.31696 -2.59924 -0.07971 -0.054 0.164 0.012
H -3.85068 -3.12387 2.52764 0.015 -0.016 -0.003
H -3.70912 -2.89666 0.78379 -0.002 0.012 0.021
H -3.39229 -1.54840 1.88320 0.016 0.030 0.005
H -1.06294 -3.38425 4.21730 -0.017 0.024 0.003
H -0.76141 -1.71858 3.69954 -0.005 0.039 0.009
H 0.42880 -2.98643 3.35993 -0.024 0.009 -0.009
H -1.98301 -5.53954 2.34753 -0.006 -0.003 -0.004
H -0.40191 -5.41068 1.57440 0.005 0.010 0.003
H -1.87678 -5.32657 0.60032 0.003 -0.003 0.003

No. 3
11
Properties=species:S:1:pos:R:3:forces:R:3 method="wB97M-V/def2-TZVPD" relative_energy_kcal_mol=32.60 smiles="C=CO.N" total_charge=0 total_energy_ev=-5723.82799 molar_mass_g_mol=61.1
N -2.69898 -0.04356 -0.17312 0.097 0.116 0.262
H -2.87668 0.92142 0.08002 -0.058 -0.037 0.098
H -2.58043 -0.58077 0.67870 -0.302 0.056 0.088
H -3.52817 -0.38693 -0.63850 0.077 -0.096 -0.110
C 2.35314 0.37767 0.25700 1.164 0.110 -1.441
C 1.17569 -0.22916 0.30415 0.631 -0.934 0.779
O 0.13127 -0.08590 -0.52389 -0.260 1.064 0.006
H 3.24969 -0.17639 0.51524 -0.319 0.020 1.274
H 2.68080 1.17723 -0.39984 -0.838 0.163 -0.274
H 1.12428 -1.03093 1.04855 -0.392 -0.137 -0.278
H -0.74481 -0.02151 -0.09729 0.202 -0.325 -0.404

No. 4
10
Properties=species:S:1:pos:R:3:forces:R:3 method="wB97M-V/def2-TZVPD" relative_energy_kcal_mol=90.63 total_charge=0 total_energy_ev=-13271.24583 molar_mass_g_mol=118.0
C -0.36917 -0.74813 -0.02171 2.258 2.739 -0.089
C 1.76484 -0.03342 -0.19039 0.649 -1.051 1.828
H -1.61000 -2.35421 0.23382 0.869 3.166 -0.986
H -1.33949 2.48815 0.31471 -0.536 -5.084 -3.116
N 0.84641 -1.08586 -0.22330 -0.117 -2.941 -0.837
N -0.25307 0.65751 0.33076 -4.952 1.261 -0.437
O -1.56539 -1.33883 -0.04519 0.843 -1.946 1.092
O 2.96134 -0.15708 -0.02437 -2.491 1.229 -1.051
O 0.99024 1.16048 -0.03086 0.247 -1.281 -0.545
O -1.42569 1.41137 -0.34346 3.230 3.906 4.142